1.
{
  "formula": "C4H16O4",
  "method": "ωB97M-V with the def2-TZVPD basis set",
  "elements": ["C", "O", "H", "H", "H", "H", "C", "O", "H", "H", "H", "H", "C", "O", "H", "H", "H", "H", "C", "O", "H", "H", "H", "H"],
  "positions_angstrom": [[-36.8757, 25.7826, -10.9206], [-38.0297, 26.4109, -11.4428], [-36.2671, 25.4747, -11.7709], [-36.3214, 26.4607, -10.2719], [-37.1798, 24.9589, -10.2747], [-38.5894, 26.7026, -10.7194], [-44.9025, 24.9961, -18.0512], [-45.1542, 25.8222, -19.1766], [-45.5744, 24.1425, -17.9613], [-43.8628, 24.6689, -18.0443], [-44.9992, 25.5966, -17.1467], [-46.0475, 26.1724, -19.1480], [-38.7817, 27.9435, -17.7691], [-38.3742, 28.8879, -16.8623], [-38.7000, 28.3188, -18.7892], [-38.2150, 27.0482, -17.5135], [-39.8459, 27.8285, -17.5632], [-38.6324, 28.4126, -16.0691], [-35.0818, 32.5406, -12.3539], [-35.8494, 33.3624, -13.2093], [-34.1998, 32.1210, -12.8378], [-34.7657, 33.0281, -11.4316], [-35.6684, 31.6347, -12.2010], [-36.2280, 32.7148, -13.8083]],
  "lumo_energy_ha": 0.0180,
  "total_charge": 0,
  "homo_energy_ev": -10.164,
  "smiles": "CO.CO.CO.CO",
  "homo_lumo_gap_ev": 10.655,
  "spin_multiplicity": 1
}

2.
{
  "formula": "C4H16O4",
  "method": "ωB97M-V with the def2-TZVPD basis set",
  "elements": ["C", "O", "C", "C", "C", "H", "H", "H", "H", "H", "H", "H", "H", "H", "H", "H", "H", "O", "H", "H", "O", "H", "H", "O"],
  "positions_angstrom": [[1.4018, 0.7712, 0.4629], [1.4464, 2.0940, 1.0171], [1.4426, 0.6169, -1.0037], [0.3110, -0.2329, -1.6147], [0.6719, -0.8575, -3.0079], [2.0966, 0.1611, 1.0129], [0.3028, 0.4941, 0.7248], [2.3615, 2.3044, 0.9403], [2.3380, 0.0267, -1.3289], [1.4728, 1.6309, -1.5621], [-0.7138, 0.1051, -1.5892], [0.3791, -1.1195, -0.9386], [1.1584, -0.1963, -3.5700], [-0.1588, -1.0019, -3.6206], [1.1662, -1.7792, -2.9896], [-1.3971, 1.2048, 1.8406], [-0.0697, 1.4834, 2.3822], [-0.9892, 1.6604, 2.6036], [-1.8997, -2.8672, -1.2883], [-0.9647, -2.5475, -2.4522], [-0.9789, -2.6974, -1.4093], [-2.1211, -0.0066, 2.9574], [-1.9852, -1.2923, 2.0160], [-2.5945, -0.8552, 2.5942]],
  "lumo_energy_ha": 0.0187,
  "total_charge": 0,
  "homo_energy_ev": -10.977,
  "smiles": "CCCCO.O.O.O",
  "homo_lumo_gap_ev": 11.487,
  "spin_multiplicity": 1
}

3.
{
  "formula": "C4H16O5",
  "method": "ωB97M-V with the def2-TZVPD basis set",
  "elements": ["C", "C", "C", "C", "H", "H", "H", "H", "H", "H", "H", "H", "O", "H", "H", "O", "H", "H", "O", "H", "H", "O", "H", "H", "O"],
  "positions_angstrom": [[0.5918, -2.6490, 1.3773], [-0.6443, -2.7951, 0.8116], [-1.8095, -2.0035, 1.2160], [-2.2020, -0.9228, 0.5212], [1.1499, -2.1625, 2.1461], [1.3468, -2.9917, 0.8662], [-0.8001, -3.4745, -0.0193], [-2.1740, -2.2070, 2.2519], [-2.8550, -0.1446, 0.8742], [-1.6447, -0.5972, -0.4435], [-1.2850, 2.0394, -1.4167], [-2.4404, 1.5819, -2.2872], [-1.9666, 1.3829, -1.4511], [2.0559, 0.2092, -1.7701], [1.7479, -0.3913, -3.1547], [1.9265, 0.4485, -2.6618], [2.0499, -0.3345, 0.7734], [3.1774, 0.3653, 0.2354], [2.4192, -0.0501, -0.0132], [1.0422, 2.5434, -1.7092], [0.8215, 1.8334, -0.4046], [0.4743, 2.5876, -0.9713], [0.1561, 3.1309, 1.3188], [-1.0691, 2.3285, 2.0444], [-0.0686, 2.2731, 1.8661]],
  "lumo_energy_ha": 0.0146,
  "total_charge": 0,
  "homo_energy_ev": -9.082,
  "smiles": "C=CC=C.O.O.O.O.O",
  "homo_lumo_gap_ev": 9.480,
  "spin_multiplicity": 1
}

4.
{
  "formula": "C4H17N2O2",
  "method": "ωB97M-V with the def2-TZVPD basis set",
  "elements": ["C", "N", "C", "N", "C", "C", "H", "H", "H", "H", "H", "H", "H", "H", "H", "H", "H", "H", "H", "H", "H", "O", "H", "H", "O"],
  "positions_angstrom": [[1.7613, -1.0399, -0.1709], [2.2058, -0.5047, -1.3763], [1.3400, 0.1879, 0.7914], [0.6915, -0.3568, 1.9287], [-6.1874, -0.3430, 0.7000], [2.6249, 0.9063, 1.1985], [2.4902, -1.6800, 0.3229], [0.8210, -1.6234, -0.2770], [2.8707, -1.0241, -1.9368], [1.4839, -0.0135, -1.9188], [0.6528, 0.7751, 0.1709], [0.6623, 0.3354, 2.6779], [-6.7557, -0.2289, -0.2241], [-5.3044, -0.9594, 0.5608], [-6.8623, -0.8728, 1.3706], [-5.9718, 0.6691, 1.0315], [3.0538, 1.3483, 0.3033], [3.2832, 0.1989, 1.6956], [2.3458, 1.6877, 1.9078], [-0.6168, 1.2302, -2.8638], [-0.3686, 0.7924, -1.3620], [0.0810, 1.1761, -2.1914], [-1.3978, -0.7987, -1.0511], [-0.2825, -0.5994, 1.7274], [-1.0012, -0.1903, -0.4232]],
  "lumo_energy_ha": -0.3444,
  "total_charge": 1,
  "homo_energy_ev": -14.391,
  "homo_lumo_gap_ev": 5.020,
  "spin_multiplicity": 1
}

5.
{
  "formula": "C4H17N2O2",
  "method": "ωB97M-V with the def2-TZVPD basis set",
  "elements": ["C", "N", "C", "N", "C", "C", "H", "H", "H", "H", "H", "H", "H", "H", "H", "H", "H", "H", "H", "H", "H", "O", "H", "H", "O"],
  "positions_angstrom": [[-0.7214, -1.2163, 0.8663], [-2.1673, -1.0716, 1.1815], [-0.1386, 0.1685, 0.5848], [-1.1355, 0.9954, -0.1682], [-1.4891, 0.5606, -1.5917], [-0.2902, 0.7504, -2.5366], [-0.2920, -1.6408, 1.8254], [-0.3378, -1.8608, 0.0368], [-2.2197, -0.7144, 2.1384], [-2.5821, -1.9894, 1.0382], [-0.0440, 0.7433, 1.5413], [0.8999, 0.2013, 0.1934], [-1.9313, 1.0862, 0.4770], [-0.6348, 1.8698, -0.4213], [-2.2036, 1.3523, -1.9208], [-1.9721, -0.4200, -1.5456], [0.6686, 0.8780, -1.9900], [-0.1672, -0.1110, -3.2173], [-0.4228, 1.6301, -3.1718], [2.2232, 0.3523, 2.3132], [2.8235, -1.1277, 2.6241], [2.0630, -0.5497, 2.5961], [3.4301, 0.9975, -1.1685], [3.2672, -0.4320, -1.4685], [2.7513, 0.3106, -1.1276]],
  "lumo_energy_ha": -0.1034,
  "total_charge": 1,
  "homo_energy_ev": -13.422,
  "homo_lumo_gap_ev": 10.608,
  "spin_multiplicity": 1
}

6.
{
  "formula": "C4H17N2O3S",
  "method": "ωB97M-V with the def2-TZVPD basis set",
  "elements": ["C", "N", "C", "C", "S", "C", "N", "H", "H", "H", "H", "H", "H", "H", "H", "H", "H", "H", "H", "H", "O", "H", "H", "O", "H", "H", "O"],
  "positions_angstrom": [[0.9974, -0.4523, 3.2244], [0.1317, 0.1092, 2.1731], [0.8251, 0.1334, 0.8487], [-0.0786, -0.4427, -0.2863], [0.7008, -1.6568, -1.4362], [1.2488, 1.5572, 0.5058], [2.2281, 1.4457, -0.5864], [2.0694, -0.1615, 3.1964], [0.8172, -0.0072, 4.2051], [1.0009, -1.5408, 3.2413], [-0.6471, -0.5377, 2.2246], [1.7478, -0.4268, 0.9753], [-0.2694, 0.4083, -0.9294], [-1.0060, -0.6891, 0.2464], [1.6875, 2.1611, 1.3147], [0.4577, 2.2779, 0.2070], [2.0911, 0.7391, -1.3005], [3.1469, 1.2491, -0.2136], [-1.4028, -3.0139, -0.0180], [-2.1887, -1.9959, -0.5947], [-2.3256, -2.7441, -0.0103], [-0.9217, -0.1236, -3.0002], [-1.4977, -1.3391, -3.2522], [-1.6830, -0.4164, -3.5388], [-1.9798, 1.9937, -1.7064], [-2.5683, 1.3515, -3.0455], [-2.5819, 2.1217, -2.4444]],
  "lumo_energy_ha": 0.1247,
  "total_charge": -1,
  "homo_energy_ev": -3.818,
  "homo_lumo_gap_ev": 7.210,
  "spin_multiplicity": 1
}

7.
{
  "formula": "C4H17N2O6",
  "method": "ωB97M-V with the def2-TZVPD basis set",
  "elements": ["N", "C", "C", "N", "C", "C", "O", "O", "H", "H", "H", "H", "H", "H", "H", "H", "H", "H", "H", "O", "H", "H", "O", "H", "H", "O", "H", "H", "O"],
  "positions_angstrom": [[-0.9090, 2.8694, -1.5845], [0.3508, 2.1368, -1.4771], [0.4286, 1.3014, -0.1981], [1.7471, 0.7206, 0.0074], [1.8148, -0.3362, 1.0595], [0.8489, -0.1030, 2.2468], [-0.2753, -0.7377, 2.2150], [1.2196, 0.6752, 3.1249], [-1.6683, 2.2714, -1.3204], [-0.9005, 3.6453, -0.9411], [0.4256, 1.4727, -2.3259], [1.1987, 2.8180, -1.5210], [0.1381, 1.9461, 0.6394], [-0.2945, 0.5198, -0.2522], [2.3892, 1.4695, 0.2769], [2.8583, -0.3302, 1.3928], [1.6626, -1.3105, 0.5832], [-1.7860, -0.0101, 1.7264], [-3.1784, -0.5574, 1.5121], [-2.6345, 0.1906, 1.2754], [0.2561, -1.9846, -2.1672], [1.5346, -1.1956, -1.6797], [1.2341, -1.9024, -2.2800], [-0.6179, -2.0471, 1.4014], [-0.0327, -3.3358, 0.7414], [-0.8711, -2.8706, 0.8784], [-1.4244, -2.3622, -0.6361], [-1.8629, -1.0322, -1.2172], [-1.6515, -1.9213, -1.4804]],
  "lumo_energy_ha": 0.1280,
  "total_charge": -1,
  "homo_energy_ev": -5.402,
  "homo_lumo_gap_ev": 8.886,
  "spin_multiplicity": 1
}

8.
{
  "formula": "C4H17N3O4",
  "method": "ωB97M-V with the def2-TZVPD basis set",
  "elements": ["O", "C", "N", "C", "C", "N", "C", "N", "H", "H", "H", "H", "H", "H", "H", "H", "H", "H", "H", "H", "H", "O", "H", "H", "O", "H", "H", "O"],
  "positions_angstrom": [[0.4172, 0.2794, -1.5288], [-0.4568, -0.2975, -0.8989], [-0.3903, -1.6600, -0.8223], [-1.3120, -2.4847, -0.0449], [-1.5221, 0.4810, -0.1202], [-1.0883, 0.7193, 1.2447], [-0.3064, 1.9826, 1.4288], [1.0080, 2.0073, 0.7591], [0.4497, -2.1337, -1.2203], [-1.3997, -3.5484, -0.4581], [-2.3712, -2.0952, -0.0190], [-0.9164, -2.5749, 1.0061], [-2.4691, -0.0363, -0.0791], [-1.6802, 1.4858, -0.6222], [-0.5760, -0.1179, 1.6494], [-0.8972, 2.8160, 1.1759], [-0.1723, 2.0694, 2.5475], [1.5386, 1.1584, 0.9075], [0.8952, 2.1282, -0.2400], [2.2044, -0.4940, 2.4746], [1.8510, -1.8743, 1.9627], [1.6711, -0.9811, 1.8050], [-0.7104, 2.0431, -3.7255], [-0.0129, 1.7419, -2.4028], [-0.4449, 2.4394, -2.8795], [2.2323, -1.0710, 0.1651], [2.0351, -0.6196, -1.3041], [2.4236, -1.3632, -0.7607]],
  "lumo_energy_ha": [-0.1179, -0.2986],
  "total_charge": 1,
  "homo_energy_ev": [-14.020, -14.007],
  "s2": 0.759,
  "homo_lumo_gap_ev": [10.812, 5.883],
  "spin_multiplicity": 2
}

9.
{
  "formula": "C4H17N3Si4",
  "method": "ωB97M-V with the def2-TZVPD basis set",
  "elements": ["C", "C", "C", "C", "N", "N", "N", "Si", "Si", "Si", "Si", "H", "H", "H", "H", "H", "H", "H", "H", "H", "H", "H", "H", "H", "H", "H", "H", "H"],
  "positions_angstrom": [[-0.1279, 2.4708, 1.2096], [-3.1575, -0.3305, -0.1148], [1.1745, 2.4748, 0.9076], [-2.5756, -1.6438, -0.1997], [0.7536, -0.7345, 0.4818], [1.8676, 1.7145, 0.0007], [-2.1625, -2.2334, -1.2173], [3.3699, 2.3777, -0.6003], [-1.2293, -3.5692, -1.5987], [1.1772, 0.3447, -0.7158], [0.3591, -0.9667, 2.0286], [-0.4691, 3.1022, 1.9011], [-0.8790, 1.7651, 0.6826], [-3.4477, -0.0904, 0.8864], [-2.3123, 0.4366, -0.3018], [1.8521, 3.0357, 1.6169], [-2.1617, -2.0698, 0.8562], [-3.8777, -0.2110, -0.8089], [4.3117, 1.5251, -1.1958], [4.1783, 3.0249, 0.4227], [3.1553, 3.3123, -1.6606], [-0.1893, -2.8687, -2.2893], [-1.8828, -4.5054, -2.4441], [-0.5019, -4.2662, -0.5427], [0.4543, 0.9729, -1.7405], [2.2710, -0.5972, -1.3542], [0.4995, -2.2438, 2.8059], [-0.4498, -0.2269, 2.9843]],
  "lumo_energy_ha": -0.0269,
  "total_charge": 0,
  "homo_energy_ev": -8.665,
  "homo_lumo_gap_ev": 7.931,
  "spin_multiplicity": 1
}

10.
{
  "formula": "C4H17NO3",
  "method": "ωB97M-V with the def2-TZVPD basis set",
  "elements": ["C", "C", "C", "C", "N", "H", "H", "H", "H", "H", "H", "H", "H", "H", "H", "H", "H", "H", "O", "H", "H", "O", "H", "H", "O"],
  "positions_angstrom": [[-0.7528, 0.8833, -0.6298], [-0.1845, -0.4881, -1.2996], [0.1194, -1.5286, -0.2304], [-0.9848, -1.0443, -2.3701], [0.3252, 1.8874, -0.7338], [-1.0514, 0.6317, 0.4832], [-1.7414, 0.9760, -1.1295], [0.8335, -0.0976, -1.7304], [1.1618, -1.6167, -0.0558], [-0.1791, -2.6082, -0.4423], [-0.5510, -1.1393, 0.6794], [-1.8982, -1.4226, -1.9493], [-1.2357, -0.2073, -3.0981], [-0.5713, -1.8089, -3.0084], [0.1726, 2.6962, -1.2852], [1.1264, 1.4428, -1.0117], [1.3395, -0.0301, 3.0897], [1.0489, 0.2770, 1.6461], [0.6979, -0.2416, 2.3869], [-1.0372, -0.5982, 3.0883], [-1.9130, 0.5379, 2.6856], [-1.9256, -0.2032, 3.3133], [1.9537, 1.8492, 0.6810], [2.7228, 0.7825, 0.0050], [2.5244, 1.0705, 0.9159]],
  "lumo_energy_ha": 0.0176,
  "total_charge": 0,
  "homo_energy_ev": -9.931,
  "smiles": "CC(C)CN.O.O.O",
  "homo_lumo_gap_ev": 10.409,
  "spin_multiplicity": 1
}

It is found that the calculated total energy values, taken in the order of the records, are -462.84611, -462.87951, -538.09109, -422.10285, -422.32838, -896.03626, -723.67329, -627.52032, -1484.72451, -443.00494 Eh.
It is found that the energy relative to the best compared isomer or geometry (same formula, charge and spin) values, taken in the order of the records, are 304.2, 216.5, 237.8, 761.0, 168.9, 35.8, 63.1, 0.0, 221.9, 189.9 kJ/mol.